# 1
A 2-piece molecular cluster, C4H6O overall at a distorted geometry, computed with ωB97M-V with the def2-TZVPD basis set.

Last column: natural (NBO) charge in e.
Element x y z (Å)
C -0.01 0.01 -0.42  -0.15
C -1.05 -0.71 0.24  0.01
C -1.07 0.72 0.38  0.02
C 1.45 0.05 -0.05  -0.65
O -2.10 0.02 -0.33  -0.47
H -0.26 0.08 -1.87  0.15
H -1.26 -1.64 0.90  0.22
H -1.12 1.38 1.11  0.21
H 1.93 1.07 -0.23  0.23
H 1.76 -0.74 -0.69  0.23
H 1.73 -0.24 0.95  0.22

Summary:
**LUMO**: 0.0415 Ha
**E_HOMO**: -8.9 eV
**Frontier orbital gap**: 10.06 eV

---

# 2
One molecule with the formula C4H6O at a distorted geometry, computed with ωB97M-V with the def2-TZVPD basis set.

Last column: natural (NBO) charge in e.
Element x y z (Å)
C 0.59 -0.76 0.88  -0.09
C 0.16 1.19 -0.35  -0.09
C -0.74 0.05 -0.83  -0.21
C -0.56 -1.00 -0.08  -0.23
H 1.51 -1.35 0.53  0.18
H 0.38 -0.88 1.93  0.19
H -0.43 2.05 0.12  0.17
H 0.84 1.68 -1.12  0.18
H -1.44 0.29 -1.59  0.21
H -1.27 -1.87 -0.10  0.23
O 0.97 0.60 0.61  -0.54

Summary:
**LUMO**: 0.0403 Ha
**E_HOMO**: -9.1 eV
**Structure (SMILES)**: C1=CCOC1
**Frontier orbital gap**: 10.17 eV

---

# 3
One molecule with the formula C4H6O at a distorted geometry, computed with ωB97M-V with the def2-TZVPD basis set.

Last column: natural (NBO) charge in e.
Element x y z (Å)
C 1.14 -0.17 -0.02  -0.45
C 0.09 0.85 0.31  0.09
C -0.94 0.23 -0.60  -0.44
C -0.27 -0.85 0.30  0.12
O -0.51 -0.15 1.50  -0.56
H 1.42 -0.33 -1.07  0.20
H 2.02 -0.17 0.64  0.22
H 0.17 1.80 0.80  0.21
H -1.96 0.56 -0.36  0.22
H -0.75 0.13 -1.67  0.20
H -0.43 -1.91 0.19  0.18

Summary:
**LUMO**: 0.0408 Ha
**E_HOMO**: -9.4 eV
**Frontier orbital gap**: 10.55 eV

---

# 4
One molecule with the formula C4H6O2, computed with ωB97M-V with the def2-TZVPD basis set.

Last column: natural (NBO) charge in e.
Element x y z (Å)
C 0.77 -1.38 -0.54  -0.72
C 0.93 0.12 -0.43  0.57
O 2.01 0.64 -0.62  -0.52
C -0.12 1.00 0.18  -0.05
C -1.52 0.78 0.54  -0.10
O -0.49 0.39 1.42  -0.47
H -0.26 -1.75 -0.58  0.22
H 1.32 -1.66 -1.44  0.24
H 1.26 -1.86 0.32  0.25
H 0.24 2.03 0.15  0.20
H -2.15 0.05 0.04  0.19
H -2.00 1.67 0.94  0.19

Summary:
**LUMO**: 0.0312 Ha
**E_HOMO**: -10.0 eV
**Structure (SMILES)**: CC(=O)[C@H]1CO1
**Frontier orbital gap**: 10.82 eV

---

# 5
C4H6O2 as an isolated structure, computed with ωB97M-V with the def2-TZVPD basis set.

Last column: natural (NBO) charge in e.
Element x y z (Å)
O -2.56 0.64 -0.69  -0.49
C -1.56 0.47 -0.03  0.41
C -0.32 -0.21 -0.54  -0.44
C 1.51 0.83 -0.36  0.03
O 1.87 -0.42 0.12  -0.54
C 0.60 -0.88 0.52  -0.06
H -1.50 0.83 1.01  0.11
H -0.51 -0.80 -1.44  0.25
H 0.45 0.61 -1.13  0.26
H 1.08 1.42 0.50  0.10
H 0.35 -0.51 1.53  0.17
H 0.58 -1.98 0.52  0.20

Summary:
**LUMO (spin up / spin down)**: -0.0218 / -0.0218 Ha
**E_HOMO (spin up / spin down)**: -8.9 / -8.9 eV
**Frontier orbital gap (spin up / spin down)**: 8.30 / 8.30 eV

---

# 6
One molecule with the formula C4H6O2 at a distorted geometry, computed with ωB97M-V with the def2-TZVPD basis set.

Last column: natural (NBO) charge in e.
Element x y z (Å)
C -1.31 0.37 0.49  0.23
C 1.28 -0.33 -0.36  -0.07
C 0.26 -1.12 -0.55  0.07
C 2.34 0.39 -0.12  -0.43
O -2.49 0.85 -0.03  -0.70
O -1.02 -0.92 -0.14  -0.52
H -3.13 0.13 -0.05  0.48
H -0.53 1.11 0.29  0.18
H -1.38 0.18 1.58  0.14
H 0.36 -2.06 -1.09  0.21
H 2.97 0.21 0.74  0.21
H 2.65 1.19 -0.77  0.21

Summary:
**LUMO**: 0.0322 Ha
**E_HOMO**: -8.9 eV
**Structure (SMILES)**: C=C=COCO
**Frontier orbital gap**: 9.73 eV

---

Relative energy (zero: lowest compared OMol25 entry of this formula, charge and spin) values, unit kJ/mol, following the record order: 430.03, 73.06, 282.43, 201.47, 551.54, 271.22.